173
Properties=species:S:1:pos:R:3:forces:R:3:mulliken_charge:R:1 method="wB97M-V/def2-TZVPD" largest_force_ev_per_a=2.97 e_homo_ev=-7.90 gap_ha=0.3022 mol_weight_da=1945.9 lumo_energy_ev=0.327 e_tot_ev=-294969.19016 smiles="CNCc1c(Br)c(CCF)c2c(c1N(C)C(C)=O)N(COC)c1cc(CCCN)cc(CCC(F)(F)C(F)(F)C(F)(F)C(F)(F)F)c1S2.FC(F)C(F)(F)COC(F)(F)C(F)F.FC(F)C(F)(F)COC(F)(F)C(F)F.FC(F)C(F)(F)COC(F)(F)C(F)F.FC(F)C(F)(F)COC(F)(F)C(F)F.FC(F)C(F)(F)COC(F)(F)C(F)F"
C 6.595689 -0.364737 1.514141 0.4 0.4 0.4 -0.617
N 6.004349 0.556380 0.510975 1.1 -0.7 -0.4 -0.327
C 5.472648 -0.161788 -0.665957 -1.2 -0.6 -0.2 -1.382
C 3.945571 0.169788 -0.811808 -0.2 -0.1 -0.4 -0.010
C 3.518957 1.271488 -1.624098 -1.5 -1.3 1.2 0.855
Br 4.915479 2.338413 -2.469738 -1.0 -0.3 0.4 -0.220
C 2.090039 1.576346 -1.768101 1.5 -0.4 0.2 0.659
C 1.681564 2.800674 -2.623213 0.1 0.2 -0.4 -1.605
C 1.835077 2.583620 -4.173689 0.9 0.0 0.5 0.198
F 1.045711 1.506452 -4.620406 0.1 0.9 0.2 -0.362
C 1.181112 0.717515 -1.080559 0.2 -0.7 0.3 1.040
C 1.581402 -0.413614 -0.248184 2.0 0.6 -1.1 -0.789
C 2.990040 -0.675176 -0.097651 -0.5 1.8 -1.6 -1.230
N 3.558656 -1.720938 0.719209 -0.9 -0.3 -0.4 1.023
C 3.035801 -1.729068 2.101373 -0.2 -0.2 0.9 -0.497
C 3.517529 -3.014846 0.089505 1.3 -1.3 0.6 0.370
C 4.624565 -4.023650 0.566901 -0.4 1.2 1.4 -0.853
O 2.745499 -3.343299 -0.762889 -0.3 0.5 -0.5 -0.476
N 0.638007 -1.275806 0.439353 -1.2 2.1 0.0 1.348
C 0.131902 -0.443149 1.614184 -0.6 0.5 1.0 -0.560
O -1.222002 -0.763808 1.941050 1.3 -0.4 0.9 -0.041
C -1.149906 -1.841576 2.911849 -0.3 -0.5 -0.9 -0.518
C -0.536146 -1.581396 -0.358037 -1.8 -1.7 -1.7 -1.268
C -0.996423 -2.945688 -0.323556 -0.2 0.4 -0.6 -0.682
C -2.137322 -3.396929 -1.054613 -0.3 1.7 -0.5 0.145
C -2.666073 -4.850483 -1.102322 0.3 -0.2 0.2 -1.089
C -2.351389 -5.711907 0.186477 -1.4 0.2 -1.0 -0.095
C -3.680813 -5.810631 1.045379 1.2 -0.3 0.6 -0.701
N -3.281856 -5.990605 2.478911 -0.7 0.1 -0.6 -0.682
C -2.870624 -2.405607 -1.825300 1.1 0.4 0.8 -0.432
C -2.469348 -1.027545 -1.906014 1.1 -0.8 0.6 0.213
C -3.333258 -0.039533 -2.768886 0.0 -1.3 0.7 -1.020
C -4.773332 0.030036 -2.100906 0.0 0.4 -0.1 -1.097
C -5.220689 1.425513 -1.569117 0.0 0.1 -0.6 1.271
F -6.598531 1.566965 -1.712943 1.1 -0.2 0.5 -0.351
F -4.685452 2.483060 -2.293675 -0.3 -1.1 0.4 -0.365
C -4.835033 1.711356 -0.071509 0.2 1.0 -1.0 0.241
F -3.516538 1.428542 0.093697 -1.1 0.0 -0.1 -0.110
F -4.954729 3.090731 0.105010 -0.2 -1.4 0.2 -0.485
C -5.715434 0.959568 0.997918 0.9 -0.4 1.3 0.523
F -4.837292 0.441022 1.924437 -0.9 0.5 -0.7 -0.260
F -6.417886 -0.096761 0.509726 0.5 1.0 -0.1 -0.301
C -6.703361 1.879599 1.802867 -1.0 -0.6 1.3 0.556
F -6.062141 2.751061 2.616101 -0.4 -0.5 -1.3 -0.185
F -7.601909 2.488403 1.010494 1.0 -0.1 0.4 -0.216
F -7.416687 1.061545 2.635712 0.7 0.5 -0.8 -0.270
C -1.273670 -0.651075 -1.169915 0.3 -0.5 0.2 0.928
S -0.607169 1.046757 -1.218840 0.3 -0.9 -0.1 0.014
H 7.482579 0.142486 1.979441 -0.8 -0.4 -0.3 0.368
H 5.869050 -0.577707 2.332180 0.6 -0.1 -0.9 0.080
H 6.989058 -1.301137 1.044052 -0.4 0.5 0.5 0.256
H 6.781333 1.122780 0.175212 -0.4 0.1 0.1 0.299
H 6.025091 0.054299 -1.614941 -0.6 0.1 0.9 0.722
H 5.561805 -1.270885 -0.528468 -0.1 1.0 0.0 -0.164
H 2.383434 3.643299 -2.378542 -0.5 -0.7 -0.2 0.506
H 0.662099 3.194981 -2.390752 0.7 -0.6 -0.1 0.255
H 1.622478 3.529379 -4.736371 -0.3 -0.9 0.5 0.299
H 2.891536 2.322430 -4.434016 -0.9 0.1 0.4 -0.103
H 2.895490 -0.671906 2.416437 0.3 -0.7 -0.2 0.520
H 2.029072 -2.221680 2.167698 1.0 0.3 -0.1 0.015
H 3.724618 -2.233862 2.825822 -0.4 0.4 -0.8 -0.118
H 4.770139 -3.808733 1.661638 0.1 -0.4 -0.9 -0.016
H 4.305647 -5.079747 0.467665 0.2 0.8 -0.3 0.363
H 5.606370 -3.793769 0.090575 -0.8 -0.3 0.1 0.267
H 0.184641 0.649097 1.406148 -0.1 -0.8 -0.1 0.215
H 0.744963 -0.656896 2.524291 -0.2 0.2 -0.9 0.328
H -2.164190 -2.285168 3.015809 0.6 0.4 0.0 0.293
H -0.780133 -1.491381 3.902592 -0.2 -0.2 -0.7 0.305
H -0.466641 -2.610827 2.459151 -0.6 0.4 0.8 0.027
H -0.411372 -3.670738 0.277175 -0.3 0.7 -0.5 0.493
H -2.310198 -5.377734 -2.025521 -0.1 0.6 0.7 0.391
H -3.780149 -4.794421 -1.211722 0.9 0.0 0.0 0.415
H -2.041555 -6.742678 -0.105507 -0.1 0.8 0.2 0.318
H -1.537466 -5.253266 0.786686 -0.6 -0.3 -0.3 0.013
H -4.296840 -6.705517 0.779965 0.5 0.7 -0.1 0.270
H -4.317196 -4.908552 0.898042 0.5 -0.5 0.4 0.408
H -2.902516 -5.112504 2.830295 0.1 -0.3 -0.1 0.279
H -2.524879 -6.674475 2.451199 -0.1 0.3 0.3 0.283
H -3.779642 -2.729757 -2.376028 0.7 0.2 0.4 0.312
H -2.838330 0.941767 -2.918882 -0.4 -0.6 0.2 0.590
H -3.478059 -0.545338 -3.757529 0.3 0.7 0.7 0.354
H -5.555326 -0.286075 -2.837967 0.6 0.4 0.7 0.432
H -4.792011 -0.693995 -1.248475 -0.2 0.7 -0.7 0.504
F -3.708953 5.674891 3.044867 0.1 -0.1 -0.1 -0.247
C -3.082870 4.823165 2.207137 -0.4 -0.7 0.3 0.863
F -2.555308 3.838479 2.977443 0.2 0.1 -0.2 -0.253
C -1.985528 5.500302 1.387425 0.5 0.8 0.2 0.847
F -0.968465 5.913245 2.179237 -0.1 -0.2 0.1 -0.302
F -1.469895 4.551675 0.560943 -0.3 -0.3 -0.1 -0.210
C -2.417474 6.672220 0.485878 0.0 0.2 -0.8 -0.907
O -2.259108 7.996175 0.996390 -0.4 -0.3 1.0 -0.420
C -3.248222 8.498017 1.840852 0.0 -0.5 -1.4 0.797
F -4.342567 7.716077 1.774027 -0.1 0.3 0.4 -0.277
F -3.611000 9.694729 1.329272 0.2 0.1 0.4 -0.304
C -2.753060 8.705874 3.275538 0.3 0.2 0.6 0.202
F -2.221531 7.580967 3.792190 0.0 0.1 -0.2 -0.198
F -3.779694 9.069278 4.080337 -0.1 0.1 -0.3 -0.259
H -3.825361 4.367276 1.550174 0.1 0.1 -0.1 -0.364
H -1.746945 6.644997 -0.374403 0.1 0.0 0.2 0.452
H -3.414073 6.520985 0.066330 0.0 -0.1 0.3 0.379
H -1.989069 9.486362 3.307365 -0.1 0.0 -0.2 0.236
F 3.636008 3.649612 -6.541642 0.0 0.0 -0.2 -0.178
C 4.203980 2.780883 -7.403264 -0.4 -0.6 0.2 0.103
F 4.685791 1.767896 -6.651267 0.4 -0.1 -0.1 -0.298
C 5.318291 3.422719 -8.232711 0.6 0.6 0.1 0.866
F 6.362263 3.780240 -7.450618 -0.2 -0.1 0.1 -0.261
F 5.794529 2.462969 -9.077497 -0.4 -0.1 0.0 -0.334
C 4.918221 4.623562 -9.109844 0.1 0.2 -0.8 -0.700
O 5.134522 5.931627 -8.580725 -0.4 -0.3 1.0 -0.405
C 4.177277 6.456084 -7.712919 0.0 -0.4 -1.4 0.750
F 3.052837 5.716258 -7.775826 -0.1 0.3 0.4 -0.260
F 3.852477 7.673127 -8.199072 0.2 0.1 0.4 -0.301
C 4.700473 6.621090 -6.282287 0.3 0.2 0.6 0.223
F 5.196766 5.468348 -5.791616 0.0 0.1 -0.2 -0.181
F 3.699491 7.008634 -5.456545 -0.1 0.1 -0.3 -0.255
H 3.427822 2.363730 -8.051269 0.0 0.1 -0.1 0.281
H 5.574438 4.584654 -9.980580 0.1 0.0 0.2 0.416
H 3.910659 4.517040 -9.516414 0.0 -0.1 0.3 0.350
H 5.493512 7.371819 -6.248930 -0.1 0.0 -0.2 0.216
F 6.788762 -4.447080 4.817769 -0.1 -0.1 0.1 -0.149
C 6.906441 -5.440752 5.717992 0.1 -0.5 -0.4 0.014
F 6.075327 -6.438740 5.312908 -0.1 0.0 0.2 -0.254
C 6.534759 -5.002675 7.136902 -0.4 0.6 0.4 0.928
F 5.217744 -4.696449 7.221362 0.0 -0.1 -0.2 -0.207
F 6.721090 -6.080565 7.950916 0.3 -0.1 -0.3 -0.353
C 7.356922 -3.847590 7.738487 0.4 0.2 0.7 -0.756
O 6.820706 -2.528410 7.645899 -0.3 -0.3 -1.0 -0.415
C 7.009365 -1.824919 6.456331 1.0 -0.5 1.0 0.685
F 7.943844 -2.443249 5.707291 -0.2 0.3 -0.3 -0.274
F 7.535220 -0.631674 6.801385 -0.4 0.1 -0.2 -0.301
C 5.701559 -1.583423 5.696052 -0.7 0.3 -0.2 0.130
F 5.032963 -2.732101 5.460504 0.1 0.0 0.1 -0.120
F 5.953837 -1.016942 4.492343 0.3 0.0 0.3 -0.253
H 7.929948 -5.823516 5.685844 0.0 0.0 0.1 0.307
H 7.390254 -4.037499 8.812359 -0.2 0.0 -0.1 0.386
H 8.400109 -3.878771 7.418076 -0.2 -0.1 -0.3 0.360
H 5.042606 -0.922378 6.263709 0.2 0.0 0.1 0.239
F 1.807163 -5.051609 5.670375 0.1 0.0 -0.2 -0.210
C 2.751224 -5.447774 4.793495 0.4 0.5 0.0 0.591
F 2.896192 -4.441823 3.893094 0.0 -0.2 -0.2 -0.119
C 2.379861 -6.741083 4.065615 -0.7 -0.4 -0.2 1.024
F 1.305747 -6.556965 3.261868 0.1 0.2 0.1 -0.211
F 3.419422 -7.048064 3.236416 0.2 0.2 0.3 -0.308
C 2.136410 -7.979735 4.946252 0.3 -0.8 0.1 -1.000
O 0.787212 -8.286969 5.297905 -0.2 1.1 0.2 -0.421
C 0.217969 -7.609989 6.376095 1.2 -0.9 -0.1 0.815
F 1.181877 -6.987400 7.081494 -0.4 0.2 0.2 -0.276
F -0.290585 -8.557861 7.192242 -0.4 0.2 -0.1 -0.310
C -0.913202 -6.666364 5.952962 -0.7 0.3 -0.2 0.155
F -0.512397 -5.791661 5.007268 0.0 -0.2 0.0 -0.156
F -1.342072 -5.940927 7.011821 0.2 -0.2 0.1 -0.275
H 3.696702 -5.559223 5.326737 0.0 -0.1 0.0 -0.479
H 2.448499 -8.835520 4.345665 -0.1 0.1 -0.1 0.456
H 2.793124 -7.998045 5.818290 -0.1 0.3 0.0 0.385
H -1.756283 -7.234451 5.552187 0.1 -0.1 0.1 0.235
F -8.314248 2.498283 -7.140211 0.0 -0.1 0.1 -0.224
C -8.153854 1.495585 -6.255938 0.1 -0.6 -0.4 0.084
F -8.934166 0.469640 -6.680044 0.0 0.0 0.2 -0.278
C -8.548452 1.892190 -4.830761 -0.5 0.7 0.4 0.881
F -9.875544 2.135826 -4.744899 0.1 -0.1 -0.2 -0.290
F -8.314353 0.809017 -4.032587 0.4 -0.1 -0.3 -0.287
C -7.782867 3.074413 -4.206250 0.4 0.2 0.6 -0.567
O -8.389528 4.365718 -4.284011 -0.3 -0.2 -1.1 -0.432
C -8.236335 5.096247 -5.460945 1.0 -0.6 1.0 0.729
F -7.265691 4.544571 -6.215255 -0.2 0.3 -0.3 -0.287
F -7.779241 6.313349 -5.093930 -0.4 0.1 -0.2 -0.297
C -9.552779 5.275104 -6.223975 -0.6 0.2 -0.3 0.215
F -10.150993 4.095279 -6.479473 0.1 0.1 0.1 -0.210
F -9.328229 5.875835 -7.416726 0.3 0.1 0.2 -0.259
H -7.112878 1.161300 -6.290736 0.0 0.1 0.1 0.282
H -7.742530 2.871622 -3.137294 -0.2 0.0 -0.1 0.301
H -6.737712 3.100363 -4.521585 -0.1 0.0 -0.2 0.409
H -10.248778 5.889024 -5.647437 0.2 0.0 0.1 0.236